Entry from the OMol25 dataset: a structure of composition C4H16Cl2CuN8O4 at a distorted geometry (the ωB97M-V functional and the def2-TZVPD basis).

## Properties
- Orbital gap (spin up / spin down): 7.60 / 6.43 eV
- Total energy: -94204.808 eV
- ΔE to the lowest compared entry with this formula, charge and spin: 3.3187 eV
- Max |F|: 8.87 eV Å⁻¹
- E_HOMO (spin up / spin down): -7.5447 / -7.4819 eV
- LUMO level (spin up / spin down): 0.058 / -1.051 eV

Geometry as ORCA input:
```
! RIJCOSX wB97M-V def2-TZVPD def2/J DEFGRID3
* xyz 0 2
Cu 1.167 0.521 -0.926
Cl 3.291 -0.697 -1.858
Cl 1.153 2.362 -2.839
C -0.307 -1.772 -2.903
O 0.042 -0.791 -2.348
N 0.544 -2.658 -3.353
N -1.596 -2.189 -3.007
H 0.314 -3.423 -3.971
H 1.466 -2.521 -2.964
H -2.287 -1.523 -2.691
H -1.836 -3.029 -3.513
C -0.054 -2.124 0.854
O 0.881 -1.343 0.684
N -1.230 -1.881 1.391
N -0.149 -3.286 0.262
H -1.433 -0.992 1.826
H -1.935 -2.601 1.460
H 0.633 -3.669 -0.251
H -1.004 -3.823 0.295
C -1.646 1.606 0.794
O -0.731 0.983 0.376
N -1.560 2.754 1.435
N -2.793 1.288 0.404
H -2.195 3.073 2.153
H -0.658 3.206 1.451
H -3.651 1.754 0.663
H -2.816 0.745 -0.448
C 2.214 2.118 1.745
O 1.965 1.265 0.890
N 1.864 2.072 2.982
N 2.785 3.221 1.567
H 1.430 1.207 3.269
H 1.935 2.795 3.684
H 3.111 3.885 2.254
H 3.089 3.467 0.635
*
```

Löwdin atomic charge list, values in e, 2 entries: 0.3089, -0.1940

---

Entry from the OMol25 dataset: a cluster of 7 separate species, C4H16ClIN2O8P2 in total at a distorted geometry (the ωB97M-V functional and the def2-TZVPD basis).

## Properties
- Orbital gap: 9.00 eV
- Total energy: -62969.459 eV
- ΔE to the lowest compared entry with this formula, charge and spin: 0.0000 eV
- Max |F|: 1.27 eV Å⁻¹
- E_HOMO: -9.3669 eV
- SMILES: N#C[C@H]([C@H](C#N)P(O)I)P(O)Cl.O.O.O.O.O.O
- LUMO level: -0.367 eV

Geometry as ORCA input:
```
! RIJCOSX wB97M-V def2-TZVPD def2/J DEFGRID3
* xyz 0 1
N 1.511 1.456 2.810
C 1.385 1.616 1.678
C 1.457 1.726 0.207
C 0.270 1.013 -0.507
C -0.834 1.990 -0.644
N -1.634 2.811 -0.733
P -0.478 -0.443 0.463
O 0.802 -1.255 1.116
I -1.099 -1.914 -1.403
P 3.191 1.279 -0.386
O 3.425 -0.123 0.459
Cl 2.876 0.631 -2.340
H 1.367 2.793 -0.009
H 0.515 0.686 -1.518
H 1.011 -2.033 0.569
H 3.756 -0.773 -0.179
O -4.133 3.302 1.607
H -3.352 2.963 1.156
H -4.222 4.201 1.275
O -1.370 -5.166 -2.385
H -2.230 -5.515 -2.130
H -0.871 -5.940 -2.663
O 0.737 -0.964 4.968
H 1.528 -1.356 4.589
H 0.735 -0.067 4.616
O -1.435 5.794 0.876
H -1.477 5.009 0.320
H -1.538 5.459 1.772
O -2.260 -1.241 -4.795
H -2.127 -2.174 -4.598
H -1.644 -1.060 -5.511
O 2.079 -3.858 0.334
H 2.080 -4.632 -0.237
H 1.979 -4.215 1.223
*
```

Löwdin atomic charge list, values in e, 2 entries: 0.2036, -0.2655

---

Entry from the OMol25 dataset: a structure of composition C4H16FN8O4Zn at a distorted geometry (the ωB97M-V functional and the def2-TZVPD basis).

## Properties
- Orbital gap: 6.18 eV
- Total energy: -75649.253 eV
- ΔE to the lowest compared entry with this formula, charge and spin: 4.3154 eV
- Max |F|: 10.73 eV Å⁻¹
- E_HOMO: -11.2640 eV
- LUMO level: -5.087 eV

Geometry as ORCA input:
```
! RIJCOSX wB97M-V def2-TZVPD def2/J DEFGRID3
* xyz 1 1
Zn 2.106 -1.663 -0.527
F 0.518 -0.491 -0.057
C 3.130 0.448 1.530
O 3.124 -0.729 1.075
N 4.222 1.177 1.568
N 2.170 1.108 2.083
H 4.145 2.172 1.723
H 5.126 0.790 1.337
H 2.300 2.000 2.538
H 1.357 0.519 2.189
C 0.546 -2.200 -2.886
O 1.405 -2.562 -2.167
N 0.188 -2.779 -3.962
N -0.147 -1.035 -2.815
H -0.428 -2.202 -4.517
H 0.820 -3.458 -4.360
H -0.333 -0.732 -1.870
H -0.372 -0.512 -3.650
C -0.972 3.001 -0.115
O -1.756 3.891 0.123
N -0.859 2.248 -1.213
N -0.168 2.598 0.796
H -1.651 2.186 -1.837
H -0.451 1.407 -0.831
H 0.340 1.729 0.717
H 0.043 3.210 1.571
C -3.117 -0.867 1.866
O -3.402 0.224 2.209
N -4.007 -1.697 1.974
N -2.044 -1.196 1.168
H -3.571 -2.585 2.180
H -4.845 -1.384 2.443
H -1.329 -0.509 0.976
H -2.087 -2.110 0.741
*
```

Löwdin atomic charge list, values in e, 2 entries: 1.1171, -0.4658

---

Entry from the OMol25 dataset: a structure of composition C4H16FO4Zr at a distorted geometry (the ωB97M-V functional and the def2-TZVPD basis).

## Properties
- Orbital gap (spin up / spin down): 4.81 / 4.89 eV
- Total energy: -16575.518 eV
- Max |F|: 7.24 eV Å⁻¹
- E_HOMO (spin up / spin down): -14.9896 / -14.9897 eV
- LUMO level (spin up / spin down): -10.175 / -10.099 eV

Geometry as ORCA input:
```
! RIJCOSX wB97M-V def2-TZVPD def2/J DEFGRID3
* xyz 2 2
Zr -1.863 1.148 -0.697
F -0.424 0.245 0.634
C -1.698 -2.307 -0.910
O -1.828 -1.036 -1.648
H -1.754 -2.070 0.152
H -2.521 -2.965 -1.187
H -0.782 -2.850 -1.148
H -1.668 -1.307 -2.555
C 1.030 -0.292 -2.719
O 0.264 0.703 -2.077
H 0.463 -0.683 -3.564
H 1.871 0.067 -3.312
H 1.373 -1.102 -2.075
H 0.794 1.503 -2.051
C 3.335 -0.759 1.379
O 2.418 -1.585 0.671
H 3.070 0.298 1.362
H 3.298 -1.080 2.420
H 4.364 -0.902 1.051
H 1.553 -1.229 0.887
C -1.574 2.883 2.685
O -2.264 2.219 1.604
H -1.856 2.239 3.518
H -0.484 2.892 2.659
H -2.009 3.865 2.872
H -3.105 2.103 2.052
*
```

Löwdin atomic charge list, values in e, 2 entries: 2.0762, -0.4417

---

Entry from the OMol25 dataset: a structure of composition C4H16IMnO6 at a distorted geometry (the ωB97M-V functional and the def2-TZVPD basis).

## Properties
- Orbital gap (spin up / spin down): 7.65 / 7.69 eV
- Total energy: -56109.600 eV
- ΔE to the lowest compared entry with this formula, charge and spin: 0.0728 eV
- Max |F|: 2.10 eV Å⁻¹
- E_HOMO (spin up / spin down): -10.8534 / -10.8962 eV
- LUMO level (spin up / spin down): -3.199 / -3.205 eV

Geometry as ORCA input:
```
! RIJCOSX wB97M-V def2-TZVPD def2/J DEFGRID3
* xyz 1 6
Mn 0.417 -0.669 0.293
I 1.535 -2.784 -1.132
O -1.645 -1.179 -0.119
H -2.206 -1.139 -0.923
H -2.250 -1.265 0.629
O 0.165 -1.980 2.100
H -0.251 -1.834 2.960
H 0.284 -2.941 2.027
C -1.379 0.471 -3.168
C 0.090 0.454 -2.785
O 0.271 0.667 -1.372
O -2.105 -0.617 -2.549
H -1.443 0.268 -4.238
H -1.879 1.401 -2.912
H 0.631 1.164 -3.410
H 0.474 -0.557 -2.930
H 0.281 1.616 -1.189
H -2.050 -1.376 -3.136
C 0.500 1.234 2.624
C 1.895 1.282 2.024
O 2.134 0.075 1.284
O -0.469 0.773 1.653
H 0.192 2.157 3.121
H 0.513 0.531 3.470
H 2.599 1.461 2.836
H 2.003 2.112 1.318
H 3.023 -0.254 1.464
H -1.331 0.927 2.060
*
```

Löwdin atomic charge list, values in e, 2 entries: 0.5386, 0.0660

---

Entry from the OMol25 dataset: a structure of composition C4H16KO4 at a distorted geometry (the ωB97M-V functional and the def2-TZVPD basis).

## Properties
- Orbital gap: 11.28 eV
- Total energy: -28910.870 eV
- ΔE to the lowest compared entry with this formula, charge and spin: 6.1809 eV
- Max |F|: 7.38 eV Å⁻¹
- E_HOMO: -14.0906 eV
- LUMO level: -2.813 eV

Geometry as ORCA input:
```
! RIJCOSX wB97M-V def2-TZVPD def2/J DEFGRID3
* xyz 1 1
K -0.816 -0.075 -0.567
C -3.186 1.372 0.743
O -1.992 1.506 -0.054
H -3.031 1.765 1.748
H -3.993 1.997 0.362
H -3.615 0.369 0.747
H -1.628 2.392 0.012
C 1.578 1.528 -0.553
O 0.748 0.900 -1.554
H 0.938 2.124 0.098
H 2.107 0.752 0.000
H 2.380 2.124 -0.987
H 1.390 0.688 -2.235
C 1.304 -2.123 -1.161
O -0.039 -1.838 -0.852
H 1.954 -1.256 -1.039
H 1.559 -2.963 -0.516
H 1.356 -2.345 -2.227
H -0.588 -2.493 -1.288
C 0.592 -1.115 1.551
O 0.184 0.168 1.146
H 0.018 -1.838 0.972
H 1.670 -1.185 1.406
H 0.396 -1.257 2.614
H 0.711 0.804 1.635
*
```

Löwdin atomic charge list, values in e, 2 entries: 1.1040, -0.0889

---

Entry from the OMol25 dataset: a cluster of 3 separate species, C4H16N2O2 in total at a distorted geometry (the ωB97M-V functional and the def2-TZVPD basis).

## Properties
- Orbital gap: 9.19 eV
- Total energy: -11481.531 eV
- ΔE to the lowest compared entry with this formula, charge and spin: 1.4402 eV
- Max |F|: 2.63 eV Å⁻¹
- E_HOMO: -8.6329 eV
- SMILES: CNCCCN.O.O
- LUMO level: 0.557 eV

Geometry as ORCA input:
```
! RIJCOSX wB97M-V def2-TZVPD def2/J DEFGRID3
* xyz 0 1
C 2.404 1.565 1.572
N 1.836 0.373 2.185
C 1.008 -0.322 1.173
C 0.618 -1.716 1.574
C -0.798 -2.093 0.992
N -1.879 -1.160 1.320
H 1.731 1.986 0.790
H 3.272 1.347 0.989
H 2.606 2.311 2.361
H 2.474 -0.259 2.669
H 1.324 -0.223 0.110
H 0.112 0.342 1.284
H 1.306 -2.585 1.461
H 0.567 -1.716 2.735
H -0.764 -2.140 -0.113
H -1.147 -3.068 1.395
H -2.041 -1.161 2.326
H -1.712 -0.236 0.977
O -1.852 1.400 -2.502
H -2.678 1.097 -2.905
H -1.191 0.671 -2.550
O -1.797 1.542 -6.130
H -1.400 2.330 -6.516
H -1.996 1.716 -5.198
*
```

Löwdin atomic charge list, values in e, 2 entries: -0.1509, -0.1424

---

Entry from the OMol25 dataset: a cluster of 3 separate species, C4H16N2O2 in total at a distorted geometry (the ωB97M-V functional and the def2-TZVPD basis).

## Properties
- Orbital gap: 9.38 eV
- Total energy: -11481.959 eV
- ΔE to the lowest compared entry with this formula, charge and spin: 1.0127 eV
- Max |F|: 1.03 eV Å⁻¹
- E_HOMO: -8.6464 eV
- SMILES: CN[C@@H](C)CN.O.O
- LUMO level: 0.731 eV

Geometry as ORCA input:
```
! RIJCOSX wB97M-V def2-TZVPD def2/J DEFGRID3
* xyz 0 1
C -0.070 -1.104 2.898
N 1.132 -0.380 2.545
C 1.259 0.082 1.172
C 1.149 -1.018 0.072
C 0.321 1.235 0.907
N 0.736 2.424 1.661
H -0.437 -0.800 3.876
H -0.817 -0.938 2.123
H 0.094 -2.189 2.935
H 1.980 -0.835 2.849
H 2.271 0.486 1.115
H 0.504 -0.642 -0.711
H 0.823 -1.975 0.482
H 2.087 -1.231 -0.431
H 0.288 1.469 -0.163
H -0.708 0.961 1.144
H 1.287 2.078 2.441
H -0.086 2.859 2.076
O -3.021 -1.981 -4.774
H -3.341 -2.704 -5.315
H -2.230 -2.249 -4.305
O -1.324 1.874 -4.102
H -0.393 1.763 -4.320
H -1.504 2.815 -4.177
*
```

Löwdin atomic charge list, values in e, 2 entries: -0.1281, -0.1087

---

Entry from the OMol25 dataset: a structure of composition C4H16N4 at a distorted geometry (the ωB97M-V functional and the def2-TZVPD basis).

## Properties
- Orbital gap: 8.43 eV
- Total energy: -10365.793 eV
- ΔE to the lowest compared entry with this formula, charge and spin: 2.1763 eV
- Max |F|: 3.19 eV Å⁻¹
- E_HOMO: -7.6970 eV
- LUMO level: 0.737 eV

Geometry as ORCA input:
```
! RIJCOSX wB97M-V def2-TZVPD def2/J DEFGRID3
* xyz 0 1
C -0.294 0.814 1.294
C -0.286 -0.433 2.198
N -0.809 1.964 2.025
N -1.143 0.582 0.124
N 0.273 -1.634 1.609
H 0.729 0.971 0.911
H -0.798 1.191 -0.769
H -2.119 0.669 0.387
H -0.402 2.023 2.951
H -0.604 2.832 1.543
H 1.240 -1.493 1.343
H -0.232 -1.910 0.771
H 0.287 -0.201 3.102
H -1.315 -0.635 2.509
C 0.267 -0.369 -2.418
C 1.716 -0.377 -1.958
N -0.531 -1.238 -1.686
H -1.357 -1.485 -2.226
H -0.923 -0.495 -0.651
H 0.194 -0.491 -3.502
H -0.110 0.869 -2.065
H 1.770 -0.127 -0.899
H 2.310 0.350 -2.510
H 2.137 -1.375 -2.087
*
```

Löwdin atomic charge list, values in e, 2 entries: -0.4651, -0.2550

---

The lowest max |F| belongs to which entry?
number 8

---

Copy entry 5 word for word.
Entry from the OMol25 dataset: a structure of composition C4H16IMnO6 at a distorted geometry (the ωB97M-V functional and the def2-TZVPD basis).

## Properties
- Orbital gap (spin up / spin down): 7.65 / 7.69 eV
- Total energy: -56109.600 eV
- ΔE to the lowest compared entry with this formula, charge and spin: 0.0728 eV
- Max |F|: 2.10 eV Å⁻¹
- E_HOMO (spin up / spin down): -10.8534 / -10.8962 eV
- LUMO level (spin up / spin down): -3.199 / -3.205 eV

Geometry as ORCA input:
```
! RIJCOSX wB97M-V def2-TZVPD def2/J DEFGRID3
* xyz 1 6
Mn 0.417 -0.669 0.293
I 1.535 -2.784 -1.132
O -1.645 -1.179 -0.119
H -2.206 -1.139 -0.923
H -2.250 -1.265 0.629
O 0.165 -1.980 2.100
H -0.251 -1.834 2.960
H 0.284 -2.941 2.027
C -1.379 0.471 -3.168
C 0.090 0.454 -2.785
O 0.271 0.667 -1.372
O -2.105 -0.617 -2.549
H -1.443 0.268 -4.238
H -1.879 1.401 -2.912
H 0.631 1.164 -3.410
H 0.474 -0.557 -2.930
H 0.281 1.616 -1.189
H -2.050 -1.376 -3.136
C 0.500 1.234 2.624
C 1.895 1.282 2.024
O 2.134 0.075 1.284
O -0.469 0.773 1.653
H 0.192 2.157 3.121
H 0.513 0.531 3.470
H 2.599 1.461 2.836
H 2.003 2.112 1.318
H 3.023 -0.254 1.464
H -1.331 0.927 2.060
*
```

Löwdin atomic charge list, values in e, 2 entries: 0.5386, 0.0660